Record 1
Here is a structure of composition C2H3ClO2 in a non-equilibrium geometry from the OMol25 dataset. Energies are from the ωB97M-V functional and the def2-TZVPD basis.

Properties
HOMO-LUMO gap in eV: 9.4
Maximum force in eV/A: 5.423
LUMO level in Eh: 0.023
HOMO level in hartree: -0.32108
Energy relative to the best compared isomer or geometry (same formula, charge and spin) in kcal per mole: 64.84

The geometry in ORCA input format:
```
! RIJCOSX wB97M-V def2-TZVPD def2/J DEFGRID3
* xyz 0 1
O 0.3419 -0.0081 -2.6674
H -0.8265 -0.0688 1.4645
H -0.7298 -0.8364 -1.0185
C 0.1523 -0.1647 -1.4794
O -0.4946 0.5636 0.8566
Cl 1.4767 -1.1120 0.8891
H 1.2170 1.2359 0.2523
C 0.7531 0.3430 0.3745
*
```

Charges obtained by Mulliken population analysis, quoted in units of e: -0.39 0.31 0.16 0.15 -0.43 -0.14 0.40 -0.05

=====

Record 2
Here is the ion C2H3ClO2P with charge -1 in a non-equilibrium geometry from the OMol25 dataset. Energies are from the ωB97M-V functional and the def2-TZVPD basis.

Properties
HOMO-LUMO gap in eV: 7.3
Maximum force in eV/A: 5.226
LUMO level in Eh: 0.144
HOMO level in hartree: -0.12383
Energy relative to the best compared isomer or geometry (same formula, charge and spin) in kcal per mole: 113.19

The geometry in ORCA input format:
```
! RIJCOSX wB97M-V def2-TZVPD def2/J DEFGRID3
* xyz -1 1
Cl -2.5126 -0.4685 -0.2357
H 0.0923 1.0054 0.8738
H -0.7364 -2.1182 0.6893
C -0.7466 -1.2795 -0.1423
O 3.0327 0.5421 0.1516
O 2.6782 -1.6019 -0.3450
P 0.3714 -0.0022 0.0535
C 2.5521 -0.4965 -0.0866
H 0.2473 0.8988 -0.9341
*
```

These are the Mulliken partial charges, in e, on atoms 1 to 8: -0.39 0.01 0.18 -0.41 -0.48 -0.40 -0.04 0.52

=====

Record 3
Here is an isolated molecule of C2H3ClO2S in a non-equilibrium geometry from the OMol25 dataset. Energies are from the ωB97M-V functional and the def2-TZVPD basis.

Properties
HOMO-LUMO gap in eV: 10.3
Maximum force in eV/A: 2.141
LUMO level in Eh: 0.024
HOMO level in hartree: -0.35553
Energy relative to the best compared isomer or geometry (same formula, charge and spin) in kcal per mole: 34.96

The geometry in ORCA input format:
```
! RIJCOSX wB97M-V def2-TZVPD def2/J DEFGRID3
* xyz 0 1
H 1.3151 1.4033 -0.6871
H 1.5129 0.0141 0.4435
C 0.9204 0.4918 -0.3136
C -0.5110 0.4688 0.1827
H -0.4811 -1.1497 0.9599
O -0.8626 -0.3352 1.2813
S -0.1851 -0.6155 -1.2393
Cl -1.6751 1.6783 0.0132
O -0.0335 -1.9559 -0.6406
*
```

These are the Mulliken partial charges, in e, on atoms 1 to 8: 0.36 0.25 -0.58 0.43 0.38 -0.46 0.42 -0.18

=====

Record 4
Here is an isolated molecule of C2H3ClO2S in a non-equilibrium geometry from the OMol25 dataset. Energies are from the ωB97M-V functional and the def2-TZVPD basis.

Properties
HOMO-LUMO gap in eV: 10.9
Maximum force in eV/A: 3.154
LUMO level in Eh: 0.013
HOMO level in hartree: -0.38844
Energy relative to the best compared isomer or geometry (same formula, charge and spin) in kcal per mole: 33.55

The geometry in ORCA input format:
```
! RIJCOSX wB97M-V def2-TZVPD def2/J DEFGRID3
* xyz 0 1
C 0.7927 0.4679 0.4239
C 1.5430 -0.3502 -0.2202
O -0.5505 0.1792 0.8208
H 2.6395 -0.0032 -0.2991
Cl -2.7745 1.1967 -0.7085
O -2.3397 -1.3090 0.1411
H 1.0186 -1.1440 -0.6745
H 1.1393 1.2972 0.9689
S -1.4684 -0.3348 -0.4524
*
```

These are the Mulliken partial charges, in e, on atoms 1 to 8: -0.04 -0.51 -0.25 0.21 -0.19 -0.47 0.26 0.36

=====

> What is the energy relative to the best compared isomer or geometry (same formula, charge and spin) in the third record?

34.96 kcal per mole